Formula: C43H53BCsF7GeN3O5S4
Source: the OMol25 dataset
Level of theory: ωB97M-V with the def2-TZVPD basis set

XYZ file:
```
118
Properties=species:S:1:pos:R:3:mulliken_charge:R:1
Cs -0.07 -1.02 -0.03 2.9533
C 0.50 -2.99 3.39 -1.1673
C -0.17 -4.00 2.44 1.5776
C 0.50 -5.37 2.65 -2.0849
C -1.65 -4.13 2.83 -1.8309
O -0.10 -3.57 1.12 -0.0176
Ge 1.35 -3.97 -0.07 -0.8668
O 2.27 -2.30 0.24 0.0051
C 3.53 -2.06 -0.31 1.0773
C 4.18 -0.91 0.49 -1.2134
C 3.44 -1.66 -1.78 -0.7775
C 4.45 -3.29 -0.20 -2.0052
O 0.42 -3.32 -1.67 -0.0240
C -0.27 -4.18 -2.52 1.3283
C -1.71 -4.38 -2.04 -1.3745
C -0.29 -3.56 -3.93 -1.4467
C 0.40 -5.56 -2.63 -2.0335
H 0.45 -3.35 4.42 0.5009
H 0.00 -2.03 3.32 0.1753
H 1.54 -2.87 3.11 0.1107
H 0.33 -5.74 3.66 0.4761
H 1.57 -5.29 2.48 0.4683
H 0.09 -6.08 1.94 0.4078
H -1.76 -4.43 3.87 0.3548
H -2.12 -4.88 2.19 0.4288
H -2.17 -3.19 2.68 0.3843
H 3.61 0.00 0.33 -0.1468
H 5.19 -0.74 0.14 0.4884
H 4.19 -1.16 1.55 0.3179
H 2.96 -0.69 -1.88 -0.1698
H 2.85 -2.41 -2.31 -0.0149
H 4.43 -1.60 -2.23 0.4896
H 4.42 -3.69 0.81 0.3161
H 5.47 -3.02 -0.45 0.5045
H 4.11 -4.06 -0.89 0.3966
H -2.23 -3.42 -2.02 0.3083
H -1.70 -4.79 -1.03 0.1195
H -2.24 -5.07 -2.70 0.4166
H -0.75 -2.57 -3.89 0.1210
H -0.85 -4.18 -4.62 0.4172
H 0.73 -3.44 -4.30 0.4060
H 0.31 -6.10 -1.69 0.4515
H 1.45 -5.44 -2.86 0.3772
H -0.08 -6.14 -3.42 0.4822
S -5.34 -0.44 -1.12 -0.2276
C -5.57 -1.60 0.09 0.3265
C -6.03 -2.85 -0.35 0.0418
N -6.44 -3.85 -0.76 -0.5588
C -5.40 -1.39 1.47 0.3706
S -4.95 0.06 2.21 -0.3153
C -5.69 -2.42 2.37 -0.0121
N -5.93 -3.20 3.18 -0.5612
O -0.79 1.47 -0.04 -0.4269
S -2.09 1.77 -0.63 1.0871
C -3.09 2.72 0.62 -1.0567
C -2.38 3.72 1.45 -0.0001
C -1.38 3.32 2.33 0.6406
C -0.72 4.25 3.12 -0.4390
C -1.07 5.59 3.06 -0.6922
C -2.09 5.99 2.22 -0.6859
C -2.74 5.06 1.43 -0.2792
C -1.81 3.13 -1.88 -1.3823
C -1.04 4.31 -1.39 0.1546
C -1.64 5.56 -1.31 -0.3629
C -0.93 6.65 -0.84 -0.6508
C 0.39 6.49 -0.43 -0.6721
C 1.00 5.26 -0.53 -0.4761
C 0.29 4.17 -1.02 0.4726
H -3.51 1.93 1.24 -0.4120
H -3.90 3.17 0.03 0.5966
H -1.11 2.27 2.38 0.4680
H 0.05 3.93 3.80 0.4570
H -0.56 6.31 3.68 0.4018
H -2.38 7.03 2.18 0.3849
H -3.54 5.39 0.78 0.4146
H -2.80 3.40 -2.24 0.6621
H -1.25 2.62 -2.65 0.0949
H -2.66 5.68 -1.64 0.3822
H -1.40 7.62 -0.79 0.3874
H 0.94 7.35 -0.06 0.3641
H 2.04 5.13 -0.27 0.5283
H 0.79 3.23 -1.15 0.2448
F -0.90 1.48 -7.73 -0.2656
C -1.08 0.24 -7.24 0.6265
F -2.25 -0.19 -7.77 -0.3029
F -0.12 -0.52 -7.80 -0.2672
C -1.06 0.21 -5.74 0.3196
C 0.10 0.57 -5.07 -0.8868
C 0.08 0.58 -3.68 -0.9365
N -1.00 0.25 -2.99 1.1070
C -2.10 -0.10 -3.63 -0.7272
C -2.19 -0.13 -5.01 -0.5141
H 1.00 0.86 -5.60 0.6142
H 0.95 0.88 -3.12 0.7055
H -2.95 -0.34 -3.01 0.0968
H -3.11 -0.42 -5.50 0.5249
C 1.85 2.02 1.78 -0.3932
S 1.51 0.29 2.27 0.3540
O 0.04 0.17 2.29 -0.9302
C 1.96 0.60 4.01 -0.0256
C 3.27 0.43 4.41 -0.4682
C 3.60 0.63 5.74 -0.6943
C 2.63 1.00 6.65 -0.4529
C 1.32 1.17 6.24 -0.7982
C 0.98 0.96 4.92 -0.3124
H 1.50 2.70 2.55 0.4068
H 1.28 2.18 0.86 -0.4467
H 2.91 2.13 1.58 0.6678
H 4.02 0.15 3.69 0.3403
H 4.63 0.49 6.07 0.4152
H 2.89 1.16 7.69 0.3637
H 0.55 1.45 6.96 0.4197
H -0.04 1.08 4.57 0.4136
F 2.83 1.91 -1.14 0.0185
B 3.58 2.36 -2.23 0.1925
F 4.85 1.81 -2.17 -0.4030
F 3.67 3.75 -2.17 -0.3743
F 2.95 1.97 -3.40 -0.3439
```

Frontier orbital gap (alpha / beta), eV: 6.41 / 5.48
Expectation value of S²: 0.782
Charge: -2
F_max, eV Å⁻¹: 2.56
Spin multiplicity: 2